[1]
The following is a quantum chemistry calculation of C29H48BiCl2N3O4SeSi as an isolated structure, from the OMol25 dataset.

**Net charge**: 0
**Frontier orbital gap**: 5.85 eV
**Highest occupied orbital energy**: -6.43 eV
**Electronic energy**: -5424.9886 Eh
**Largest force on an atom**: 4.1 eV/Å
**Molar mass**: 889.65 g mol⁻¹

Each line ends with the Löwdin charge.
Geometry (Å):
C: -4.11830 -0.61249 1.99722  -0.0719
C: -3.96797 -2.06056 1.67462  -0.2634
H: -4.69551 -0.10948 1.21102  0.0666
H: -3.14534 -0.11800 2.09852  0.0732
H: -4.68120 -0.48864 2.93474  0.0861
C: -5.06635 -2.82844 1.45569  -0.1307
C: -6.46718 -2.31879 1.32782  -0.1079
H: -4.98849 -3.91298 1.40215  0.0923
H: -6.58619 -1.52956 0.56395  0.0765
H: -6.90321 -1.94375 2.27035  0.0757
H: -7.10391 -3.15999 1.01923  0.0663
Bi: 0.73197 0.70258 0.85188  1.4434
Cl: 0.81699 -1.22389 2.47630  -0.0495
C: 3.49689 -0.97645 0.74755  -0.2918
O: 2.74305 -0.14585 0.12664  -0.2909
N: 4.00192 -2.05105 0.15945  -0.1534
C: 3.95683 -2.24674 -1.29540  -0.0053
C: 4.37160 -3.20542 0.98091  -0.0223
H: 3.75250 -0.82828 1.80397  0.1408
H: 4.29657 -1.34183 -1.81494  0.0995
H: 2.94466 -2.52387 -1.63624  0.0933
H: 4.63842 -3.07501 -1.52145  0.0890
H: 4.84729 -2.87553 1.91277  0.0972
H: 5.06787 -3.82333 0.40425  0.0884
H: 3.48150 -3.80717 1.22965  0.1079
H: 4.15717 2.89384 -2.95512  0.1016
H: 5.88594 4.52001 -0.83145  0.0955
C: 3.51688 3.71177 -2.58662  -0.0281
C: 4.90971 5.01675 -0.96032  -0.0332
N: 3.83217 4.05783 -1.20760  -0.1745
H: 2.47308 3.39416 -2.66323  0.0837
C: 3.24058 3.39191 -0.20690  -0.2888
O: 2.30549 2.58870 -0.36858  -0.1403
H: 4.70504 5.58432 -0.04324  0.0745
H: 3.66056 3.63640 0.79528  0.1371
H: 3.69541 4.61023 -3.18448  0.0852
H: 4.95370 5.69972 -1.81586  0.0877
H: -2.59865 5.25625 -2.38213  0.0910
H: -3.12353 1.67357 -2.11110  0.0600
C: -2.37376 4.58599 -3.22732  -0.0548
C: -2.70599 2.09550 -3.03515  -0.0398
N: -1.90253 3.28748 -2.75287  -0.1788
H: -1.63837 5.09473 -3.87196  0.0892
C: -0.86326 3.23856 -1.89032  -0.2994
O: -0.57730 2.24366 -1.20317  -0.1464
H: -2.12119 1.31669 -3.54088  0.0942
H: -0.24940 4.16386 -1.84373  0.1435
H: -3.28879 4.41959 -3.79707  0.0811
H: -3.52084 2.40312 -3.69059  0.0809
O: -1.73090 -1.81730 0.76786  -0.3449
C: -2.53325 -2.58982 1.65276  -0.3311
C: -3.05907 -4.71364 0.38029  -0.0903
C: -2.39572 -4.09398 1.43663  -0.1813
H: -3.73602 -4.12104 -0.24326  0.1021
C: -2.90002 -6.08253 0.13840  -0.0736
H: -2.11030 -2.36281 2.63722  0.1249
C: -1.61689 -4.87105 2.30828  -0.0281
H: -3.39814 -6.53906 -0.72325  0.1073
C: -2.15740 -6.86441 1.02540  -0.1016
C: -1.51325 -6.25429 2.10571  -0.0936
H: -1.10384 -4.36717 3.13313  0.1114
H: -2.08848 -7.94836 0.88426  0.0973
H: -0.94421 -6.85354 2.82415  0.0962
Si: -1.58490 -2.08755 -1.03316  -0.0336
Cl: -3.37244 -1.08760 -1.39245  0.3912
C: -2.14203 -3.42375 -2.31237  -0.2667
C: -0.03910 -3.26748 -0.59883  -0.2225
C: -0.28233 -0.86266 -1.80285  -0.2432
H: -1.70107 -4.41654 -2.18223  0.0146
H: -1.79592 -3.03273 -3.27982  0.0196
H: -3.22851 -3.55676 -2.39501  -0.0054
H: -0.67745 0.16333 -1.86710  -0.0336
H: 0.01578 -1.19008 -2.81725  0.0448
H: 0.66809 -0.85854 -1.23507  -0.0517
H: -0.37195 -4.25902 -0.26227  0.0070
H: 0.52882 -2.82240 0.23202  -0.0354
H: 0.62874 -3.40995 -1.46269  0.0094
Se: 1.20235 2.22751 3.12231  0.5592
C: 1.99766 3.91445 2.81893  -0.6995
C: 1.32637 4.90059 2.06397  -0.1457
C: 1.92573 6.12307 1.81028  -0.0900
C: 3.21956 6.39226 2.30580  -0.1052
C: 3.88646 5.43050 3.08241  -0.0967
C: 3.26780 4.20240 3.35135  -0.1482
H: 0.33724 4.66710 1.67872  0.0987
H: 1.37645 6.88323 1.23969  0.1076
H: 3.68778 7.36097 2.13230  0.0999
H: 4.86297 5.66369 3.49925  0.1018
H: 3.75491 3.44484 3.97028  0.0982

---

[2]
The following is a quantum chemistry calculation of C29H49BrN2OOsP2 as an isolated structure, from the OMol25 dataset.

**Net charge**: +4
**Frontier orbital gap (spin up / spin down)**: 5.18 / 4.50 eV
**Highest occupied orbital energy (spin up / spin down)**: -18.67 / -20.13 eV
**Energy above the lowest of the compared OMol25 structures with the same formula, charge and spin**: 474.4 kJ/mol
**Electronic energy**: -4664.7414 Eh
**Largest force on an atom**: 6.5 eV/Å
**Spin multiplicity**: 5
**Molar mass**: 773.81 g mol⁻¹

Each line ends with the Löwdin spin population.
Geometry (Å):
N: -1.09514 -1.06000 6.93914  0.1280
C: -0.81071 -2.02375 6.06354  0.0017
C: 0.10042 -1.83178 5.02792  0.0291
C: 0.75130 -0.58845 4.89912  0.1073
C: 0.46370 0.40940 5.86622  0.1554
C: -0.48068 0.11579 6.86156  -0.0085
C: 1.51550 -0.29339 3.69967  0.0400
Os: 1.49677 1.71364 -0.88210  0.9798
P: 0.86547 0.69656 -3.01441  0.0594
C: 1.94597 0.94716 3.33301  0.2320
C: 2.15833 1.26725 1.90633  -0.0431
C: 2.12259 2.59264 1.39946  0.1392
C: 2.80194 2.95393 0.18759  0.0411
C: 3.36270 1.86948 -0.53395  0.5481
C: 3.12728 0.52103 -0.23485  0.0343
C: 2.29088 0.26109 0.90145  0.1138
Br: 3.23609 2.27719 -2.98252  0.2441
H: 1.76049 -1.16653 3.08590  0.0008
H: 2.12575 1.76636 4.04979  0.0069
H: 0.27678 -2.61487 4.29024  0.0004
H: 0.92884 1.40641 5.86419  0.0038
H: -1.33425 -2.97152 6.16914  -0.0014
H: -0.73247 0.89804 7.58852  -0.0023
H: 1.64570 3.37396 2.00864  0.0066
H: 1.93536 -0.75350 1.10496  0.0096
H: 2.99096 3.98092 -0.10826  0.0057
H: 3.55295 -0.28599 -0.83688  0.0046
P: -1.08599 1.56855 0.14097  0.0311
C: 1.95447 -0.75301 -3.37798  0.0112
C: 2.52919 -0.87154 -4.79161  0.0038
H: 1.32945 -1.63243 -3.13623  0.0003
H: 2.76430 -0.74403 -2.62729  0.0015
H: 3.04461 -1.83926 -4.87765  0.0009
H: 1.75494 -0.84053 -5.56934  0.0000
H: 3.26050 -0.07984 -4.99089  0.0006
C: 0.52834 2.12876 -4.16355  0.0155
C: 0.67501 1.94420 -5.65682  0.0020
H: 1.19828 2.94461 -3.81498  0.0089
H: -0.49867 2.41536 -3.89640  0.0008
H: 0.60640 2.92580 -6.14628  -0.0003
H: 1.62197 1.48652 -5.95924  0.0009
H: -0.14373 1.33543 -6.05795  0.0001
C: -0.78111 -0.07873 -2.84353  0.0177
C: -1.24139 -0.88733 -4.05444  0.0064
H: -1.47567 0.74048 -2.58127  0.0010
H: -0.67171 -0.72219 -1.94839  0.0024
H: -2.27395 -1.20693 -3.86795  0.0015
H: -1.24471 -0.32920 -5.00182  0.0001
H: -0.64244 -1.79619 -4.18489  0.0002
C: -2.65285 0.53908 0.13617  0.0035
C: -3.56891 0.41557 -1.08403  0.0006
H: -3.27212 0.95954 0.94104  0.0004
H: -2.31969 -0.45840 0.45717  0.0003
H: -4.48445 -0.10359 -0.75950  0.0002
H: -3.88373 1.39477 -1.48323  0.0001
H: -3.13822 -0.18988 -1.89573  0.0001
C: -1.78998 3.11782 -0.60741  0.0161
C: -0.83890 4.28969 -0.43857  0.0179
H: -2.76716 3.29930 -0.13173  0.0012
H: -1.97440 2.90185 -1.67072  0.0005
H: -1.20883 5.13240 -1.03431  0.0003
H: -0.77609 4.61841 0.60595  0.0006
H: 0.17739 4.03428 -0.78855  0.0134
C: -1.20065 2.05737 1.95018  0.0023
C: -1.80108 1.06521 2.95560  0.0020
H: -1.81646 2.97201 1.95708  0.0002
H: -0.18708 2.34629 2.27282  0.0013
H: -1.63212 1.44580 3.97424  0.0008
H: -2.88857 0.95732 2.83893  -0.0001
H: -1.34636 0.06920 2.88972  -0.0002
C: -0.50544 -5.40747 0.48384  0.0729
N: -0.77920 -3.98995 0.32388  0.4839
C: -2.15190 -3.56994 0.16942  0.0657
C: 0.17139 -3.03171 0.38615  0.0042
C: 1.58583 -3.52658 0.48213  -0.0115
O: -0.13975 -1.81862 0.36067  0.2578
H: -1.43858 -5.94746 0.32561  0.0012
H: -0.12766 -5.63349 1.49102  0.0366
H: 0.23681 -5.75474 -0.24468  0.0281
H: -2.47146 -2.92956 1.00759  0.0312
H: -2.27396 -3.00426 -0.76807  0.0292
H: -2.76161 -4.47501 0.14067  0.0006
H: 2.26534 -2.68381 0.33792  0.0001
H: 1.77024 -3.98229 1.46761  -0.0032
H: 1.77960 -4.27870 -0.29482  -0.0019

---

[3]
The following is a quantum chemistry calculation of a 9-piece molecular cluster, C29H49Cl4F3O21 overall, from the OMol25 dataset.

**Net charge**: 0
**Frontier orbital gap**: 10.86 eV
**Highest occupied orbital energy**: -10.67 eV
**Energy above the lowest of the compared OMol25 structures with the same formula, charge and spin**: 43.7 kJ/mol
**Electronic energy**: -4854.8677 Eh
**Largest force on an atom**: 4.5 eV/Å
**Structure (SMILES)**: O=C1OC[C@@H](F)O1.O=C1OC[C@@H](F)O1.O=C1OC[C@@H](F)O1.CCOC(=O)OC.CCOC(=O)OC.CCOC(=O)OC.CCOC(=O)OC.ClCCCl.ClCCCl
**Molar mass**: 932.50 g mol⁻¹

Each line ends with the Löwdin charge.
Geometry (Å):
O: 16.05451 14.94615 14.03542  0.1250
C: 15.85270 15.81840 13.20544  -0.4923
O: 16.61980 16.10891 12.15154  0.1005
C: 15.97630 17.05680 11.32126  -0.0583
C: 14.66651 17.23087 11.92606  -0.2651
F: 13.74804 16.44183 11.21078  0.0377
O: 14.76771 16.65530 13.20587  0.1284
H: 16.68024 17.87447 11.26515  0.1492
H: 15.80524 16.63510 10.33918  0.1500
H: 14.15148 18.15253 12.08432  0.1690
O: 12.34799 14.44820 8.63661  0.1547
C: 12.70118 13.34064 8.97688  -0.5330
O: 12.09358 12.44258 9.77446  0.0403
C: 12.80989 11.19808 9.83577  -0.0366
C: 13.82306 11.38282 8.72381  -0.2978
F: 13.64375 10.59873 7.62834  0.0674
O: 13.75410 12.74869 8.35545  0.1193
H: 13.25101 11.09068 10.82579  0.0944
H: 12.13789 10.34964 9.65979  0.1428
H: 14.90352 11.34751 8.88269  0.1680
O: 14.32218 13.33362 22.91040  0.1331
C: 14.01883 12.68048 21.92119  -0.5254
O: 13.88253 11.33551 21.89868  0.0660
C: 13.08734 10.94798 20.76499  -0.0393
C: 12.65884 12.26825 20.19268  -0.3212
F: 11.33845 12.44339 20.44484  0.0708
O: 13.45100 13.25747 20.84596  0.1321
H: 13.70708 10.25889 20.18682  0.1288
H: 12.22432 10.43393 21.21995  0.1499
H: 12.89135 12.38573 19.14805  0.1010
C: 7.73002 15.99989 14.67326  -0.0509
C: 9.16320 16.55504 14.68189  -0.2040
O: 9.78232 16.15805 13.42377  0.0012
C: 10.72303 15.14632 13.60238  -0.6040
O: 10.98058 14.70811 14.64829  0.1346
O: 11.32183 14.84027 12.45751  0.0131
C: 12.37914 13.91471 12.67460  -0.0523
H: 7.87224 14.91745 14.62492  0.0631
H: 7.16594 16.37962 13.81126  0.0839
H: 7.26052 16.28730 15.61189  0.0758
H: 9.74317 16.32774 15.58308  0.1236
H: 9.18037 17.61917 14.45897  0.1180
H: 12.81703 13.76373 11.70739  0.0763
H: 12.03708 13.00763 13.21544  0.0886
H: 13.09160 14.49628 13.29098  0.0968
C: 19.30715 13.81594 15.27137  -0.0587
C: 19.90441 12.57460 15.94994  -0.1718
O: 18.92998 11.93717 16.84847  -0.0155
C: 19.29800 10.86485 17.57908  -0.6035
O: 20.36293 10.32344 17.51942  0.1382
O: 18.39750 10.46472 18.47671  0.0081
C: 17.21250 11.18926 18.55607  -0.1049
H: 18.34506 13.53430 14.79759  0.0667
H: 19.94207 14.23109 14.45413  0.0907
H: 19.07802 14.59550 15.99582  0.0753
H: 20.71520 12.82830 16.61863  0.1182
H: 20.24946 11.81880 15.22989  0.1277
H: 17.33725 12.28718 18.71442  0.1016
H: 16.70446 10.76392 19.43859  0.1012
H: 16.61200 10.99443 17.64334  0.0638
C: 16.10321 6.86320 16.80789  -0.0409
C: 15.20745 8.03605 17.23772  -0.2188
O: 13.95687 7.60171 17.81633  0.0502
C: 13.07692 8.56724 18.05768  -0.6258
O: 13.19694 9.69600 17.77944  0.1160
O: 12.02719 8.06469 18.73403  -0.0065
C: 10.85386 8.78036 18.83187  -0.0920
H: 15.54720 6.44451 15.94886  0.0853
H: 16.25850 6.19684 17.66111  0.0867
H: 16.96932 7.42617 16.43020  0.0846
H: 14.97033 8.75474 16.41110  0.1267
H: 15.71979 8.68019 17.98542  0.1163
H: 11.08840 9.84269 18.71016  0.0517
H: 10.36290 8.58084 19.82131  0.1164
H: 10.19492 8.41718 18.01917  0.0882
C: 10.58332 7.93752 14.44220  -0.0431
C: 11.25188 9.27459 14.17418  -0.2273
O: 10.28598 10.31430 14.03668  -0.0145
C: 10.15671 10.81809 12.77686  -0.5745
O: 10.70906 10.44521 11.80545  0.1373
O: 9.36952 11.92912 12.88507  -0.0273
C: 9.03005 12.47956 11.55991  0.0036
H: 11.30274 7.13111 14.49742  0.0764
H: 9.95284 7.68457 13.58371  0.0878
H: 10.03688 7.92218 15.37319  0.0640
H: 11.83095 9.25119 13.24354  0.1059
H: 11.90585 9.63538 14.99498  0.1125
H: 8.64926 11.72966 10.85577  0.1033
H: 10.00839 12.80493 11.18362  0.0734
H: 8.38854 13.35264 11.72922  0.1022
Cl: 14.42003 11.23347 13.45046  0.5923
C: 14.97388 12.01953 14.96983  -0.6490
C: 13.86631 12.43887 15.93096  -0.6003
Cl: 14.77087 13.27105 17.26577  0.6345
H: 15.49249 12.94024 14.68380  0.0236
H: 15.67657 11.33937 15.48015  0.0554
H: 13.24784 11.61473 16.32550  0.0154
H: 13.26709 13.21623 15.45284  0.0451
Cl: 10.64287 12.12148 16.91985  0.6614
C: 8.93213 12.49073 16.56616  -0.6059
C: 8.19091 11.22346 16.54350  -0.6563
Cl: 7.78459 10.54995 18.16104  0.5569
H: 9.04183 12.98061 15.60022  0.0460
H: 8.55450 13.19952 17.28575  0.0776
H: 8.69905 10.44361 15.97585  0.0505
H: 7.20494 11.37707 16.10369  0.0744